1.
The following is a quantum chemistry calculation of a cluster of 7 separate species, C27H50FN2O14S2 in total at a distorted geometry, from the OMol25 dataset.

As for the charge: +1. Its molar mass is 709.8 u. For the LUMO energy, the calculation gives -0.212 Ha. As for the max |F|: 0.0493 hartree/bohr. The value obtained for the HOMO energy is -11.329 eV. As for the gap between HOMO and LUMO: 5.57 eV. For the energy above the lowest of the compared OMol25 structures with the same formula, charge and spin, the calculation gives 0.0 kcal/mol.

Geometry as XYZ:
```
96
C27H50FN2O14S2, DFT the ωB97M-V functional and the def2-TZVPD basis
O 4.51212 0.58925 3.06959
C 4.62175 -0.04149 4.05612
F 4.91449 0.48275 5.22024
N 4.40702 -1.47026 4.09199
C 3.15103 -1.66942 4.78734
O 3.07334 -1.78235 5.94853
S 1.64222 -1.70067 3.67440
N 0.26366 -1.53753 4.65701
C -0.02298 -0.32399 4.81977
S -0.13333 1.22127 5.01440
H 4.22719 -1.73338 3.11831
H 1.75020 -0.57630 2.87947
O 1.51463 -1.01387 -0.09658
C 2.44657 -0.66972 -0.78079
O 3.67516 -0.68039 -0.23875
C 4.87970 -0.46297 -0.99382
C 5.18258 1.01211 -1.14703
C 2.25599 -0.15272 -2.18069
H 4.83407 -0.98196 -1.95122
H 5.67351 -0.93980 -0.42094
H 4.40010 1.52883 -1.70313
H 6.12760 1.15456 -1.67057
H 5.24848 1.48834 -0.16794
H 1.99076 0.90268 -2.13931
H 1.44103 -0.70273 -2.64551
H 3.12795 -0.28607 -2.81661
O -1.14999 -0.19492 -2.14719
C -1.62083 -1.21561 -2.58658
O -1.51998 -1.46828 -3.89476
C -1.88649 -2.72621 -4.48645
C -3.36856 -2.78344 -4.78104
C -2.39368 -2.16328 -1.70603
H -1.55142 -3.55832 -3.86483
H -1.32292 -2.78964 -5.41599
H -3.96262 -2.70235 -3.87110
H -3.62597 -3.71897 -5.27798
H -3.66107 -1.95366 -5.42386
H -3.41997 -1.80666 -1.61832
H -1.92968 -2.16742 -0.72136
H -2.39789 -3.19164 -2.05817
O -6.27061 -1.13525 -3.66167
C -6.70717 -1.45047 -2.58709
O -6.74626 -2.75746 -2.25675
C -7.07908 -3.22849 -0.94836
C -8.57709 -3.34414 -0.76069
C -7.28058 -0.42474 -1.64478
H -6.61064 -2.60851 -0.18146
H -6.62597 -4.21633 -0.86918
H -9.06932 -2.37572 -0.84952
H -8.80897 -3.75963 0.22060
H -9.00379 -3.99250 -1.52622
H -8.31335 -0.22006 -1.92376
H -6.70398 0.48108 -1.74259
H -7.23869 -0.71143 -0.59722
O 1.06530 3.89432 -7.30974
C 0.59185 3.58364 -6.25315
O 0.51060 2.28064 -5.92607
C 0.13313 1.81130 -4.62835
C -1.36630 1.72719 -4.46670
C 0.00803 4.61779 -5.32115
H 0.60135 2.41657 -3.84786
H 0.55914 0.81207 -4.54473
H -1.83987 2.70696 -4.55988
H -1.61649 1.31114 -3.49286
H -1.79626 1.09234 -5.24158
H -1.01011 4.84278 -5.63555
H 0.61074 5.52050 -5.39357
H 0.00645 4.32183 -4.27408
O 8.41244 -2.55227 4.61226
C 8.45452 -1.83120 5.57222
O 9.62664 -1.60981 6.18093
C 9.81503 -0.63775 7.21573
C 9.44866 -1.19293 8.57635
C 7.19039 -1.24227 6.14971
H 9.28032 0.28501 6.98331
H 10.87557 -0.39361 7.19656
H 8.39403 -1.46605 8.63081
H 9.65461 -0.45948 9.35617
H 10.02400 -2.09539 8.78262
H 6.71954 -1.97724 6.80192
H 6.52915 -1.01913 5.33146
H 7.34048 -0.31431 6.69747
O -6.93573 2.03685 -0.31102
C -5.87882 2.56583 -0.10183
O -5.12133 2.13529 0.92642
C -3.77966 2.57132 1.14845
C -3.73653 3.87165 1.92521
C -5.42230 3.75235 -0.91251
H -3.22900 2.62861 0.20813
H -3.30951 1.78146 1.73447
H -4.21295 4.68416 1.37737
H -2.70484 4.15806 2.13570
H -4.27177 3.76561 2.86948
H -5.87802 4.65474 -0.50661
H -5.75856 3.61463 -1.93788
H -4.34220 3.87668 -0.94958
```

2.
The following is a quantum chemistry calculation of a structure of composition C27H51CeNO2Si2 at a distorted geometry, from the OMol25 dataset.

As for the charge: +1. Its molar mass is 618.0 u. For the LUMO energy (alpha / beta), the calculation gives -0.108 / -0.107 Ha. As for the max |F|: 0.0418 hartree/bohr. The spin multiplicity is 2. The value obtained for the HOMO energy (alpha / beta) is -9.948 / -9.868 eV. Its expectation value of S² is 0.7530. As for the gap between HOMO and LUMO (alpha / beta): 7.02 / 6.95 eV. For the energy above the lowest of the compared OMol25 structures with the same formula, charge and spin, the calculation gives 0.0 kcal/mol.

Geometry as XYZ:
```
84
C27H51CeNO2Si2, DFT the ωB97M-V functional and the def2-TZVPD basis
O -0.25369 -1.55020 0.30493
O -2.16229 -0.17540 -3.60189
C 0.62792 -2.40225 -0.49884
C 1.29009 -3.51143 0.29624
H 1.35795 -1.70975 -0.92417
H 0.02840 -2.80720 -1.32307
H 1.79867 -3.14370 1.19738
H 2.03746 -3.98964 -0.34516
H 0.58123 -4.29412 0.58915
C -1.48041 -2.18497 0.82278
C -2.33012 -2.73497 -0.31166
H -2.00838 -1.42490 1.41266
H -1.14016 -2.97644 1.50530
H -2.36583 -2.04861 -1.15887
H -3.35877 -2.88516 0.03372
H -1.95967 -3.70337 -0.65221
C -3.21474 0.80348 -3.80255
C -2.08148 -1.16330 -4.64425
C -4.36832 0.56272 -2.85143
H -3.57662 0.77363 -4.84687
H -2.76395 1.78750 -3.60675
H -4.84820 -0.40152 -3.05957
H -5.12389 1.34373 -2.97218
H -4.02197 0.57734 -1.81171
C -3.30085 -2.06542 -4.70616
H -1.18217 -1.75322 -4.42853
H -1.94725 -0.64773 -5.61061
H -3.61213 -2.40430 -3.70873
H -3.06576 -2.95078 -5.30501
H -4.14636 -1.55565 -5.18700
H -0.69429 0.50681 -2.38027
Ce 0.52288 0.31013 1.68095
C -0.06574 1.42277 -2.29637
Si 0.76848 1.99531 -3.92492
H -0.73719 2.22806 -1.96610
H 0.68375 1.26561 -1.49950
C 1.62862 0.50839 -4.68612
C 2.00705 3.37487 -3.56975
C -0.39431 2.65771 -5.26363
C 2.65810 0.29201 0.69907
Si 3.70340 1.30263 1.86875
H 2.49771 0.71879 -0.30551
H 3.00882 -0.75870 0.56009
C 4.43182 2.76637 0.94874
C 5.14604 0.41653 2.66493
C 2.55425 1.90324 3.25208
H 0.14638 2.73821 -6.21802
H -0.76889 3.66284 -5.02527
H -1.25634 2.00014 -5.43627
H 2.49095 0.21579 -4.07170
H 1.98739 0.75209 -5.69759
H 0.93525 -0.34097 -4.75957
H 2.57395 3.18730 -2.64888
H 1.49873 4.34479 -3.46535
H 2.72993 3.47493 -4.39210
H 5.58447 -0.29803 1.96059
H 4.85736 -0.12067 3.57538
H 5.92080 1.15227 2.92567
H 2.08837 1.09532 3.84502
H 1.76971 2.60463 2.91475
H 3.20550 2.46224 3.94008
H 5.25394 3.22358 1.51649
H 3.66002 3.52315 0.76326
H 4.82768 2.41674 -0.01233
C 1.97223 -2.21062 5.46625
C 1.05289 -1.88516 6.46509
C -0.04260 -1.11184 6.11286
C -0.19238 -0.67536 4.79069
N 0.76573 -0.91862 3.83789
C 1.81080 -1.72145 4.17747
C -1.39406 0.04153 4.34612
C -2.59604 -0.00001 5.12095
C -3.74522 0.61985 4.62761
C -3.72157 1.33205 3.42441
C -2.51581 1.41705 2.69347
C -1.39441 0.74053 3.12674
H 2.83434 -2.83661 5.68050
H 1.17217 -2.22246 7.48869
H -0.79612 -0.81624 6.84057
H 2.52013 -1.95735 3.37258
H -2.60594 -0.53708 6.07218
H -4.66885 0.54482 5.20874
H -4.62406 1.81475 3.06548
H -2.46446 2.01299 1.78016
```

no.,E_tot (eV)
1,-84833.291
2,-63089.980